#P
One molecule with the formula C15H23N5O3. Source: OMol25; level of theory: ωB97M-V/def2-TZVPD.

Summary:
Structure (SMILES): [H]/N=C(/N)NCCC[C@H](N)C(=O)N[C@@H](Cc1ccccc1)C(=O)O
HOMO level in eV: -8.84
LUMO energy in eV: 0.5

Structure (XYZ):
```
46
Properties=species:S:1:pos:R:3:lowdin_charge:R:1
C -1.32 1.04 -0.11 -0.275
C 0.16 0.81 -0.32 -0.376
C -1.82 1.66 1.13 -0.158
C -3.27 2.41 1.15 -0.115
C -4.45 1.40 0.71 -0.265
C -5.87 -0.61 1.20 -0.459
C 2.04 -0.79 -0.02 -0.183
C 2.75 -0.54 1.35 -0.444
C 2.67 -0.48 -1.38 -0.123
C 4.18 -0.73 -1.46 -0.186
C 5.21 0.11 -0.75 0.023
C 4.48 -1.78 -2.37 -0.048
C 6.55 -0.25 -1.01 -0.126
C 5.87 -2.06 -2.56 -0.032
C 6.78 -1.29 -1.77 -0.137
H -2.97 -0.19 0.24 0.005
H -2.88 0.11 -1.38 0.117
H -1.67 1.79 -0.77 0.115
H -1.88 0.79 1.76 0.096
H -1.18 2.56 1.52 0.161
H -3.26 2.77 2.16 0.091
H -3.31 3.29 0.74 0.036
H -4.29 1.18 -0.38 0.078
H -5.50 1.96 0.69 0.140
H -4.52 0.54 2.62 0.178
H -6.11 0.12 -0.85 0.096
H -7.01 -2.29 1.53 0.058
H -5.73 -1.93 2.91 0.183
H 0.03 -1.18 -0.07 0.120
H 1.65 -1.93 0.14 0.196
H 2.25 -1.19 -2.30 0.161
H 2.45 0.69 -1.65 0.159
H 5.05 0.97 -0.04 0.125
H 3.80 -2.38 -2.90 0.078
H 7.30 -0.01 -0.34 0.090
H 6.14 -2.85 -3.29 0.106
H 7.76 -1.57 -1.95 0.081
H 2.43 1.39 1.21 0.152
N -2.23 -0.27 -0.52 0.031
N -4.54 0.15 1.55 -0.037
N -6.48 -0.48 0.03 0.041
N -6.49 -1.61 2.04 0.034
N 0.60 -0.37 0.06 0.103
O 0.95 1.82 -0.64 -0.046
O 3.09 -1.43 2.11 0.102
O 2.58 0.68 1.97 0.055
```

=====

#Q
A 2-piece molecular cluster, C15H23N5O3 overall. Source: OMol25; level of theory: ωB97M-V/def2-TZVPD.

Summary:
HOMO level in eV: -8.14
LUMO energy in eV: -0.3

Structure (XYZ):
```
46
Properties=species:S:1:pos:R:3:lowdin_charge:R:1
C 1.78 0.25 0.14 -0.425
C 0.42 0.97 -0.20 -0.455
C 2.00 -0.27 1.48 -0.230
C 2.63 0.76 2.27 -0.266
C 2.74 0.34 3.78 -0.202
C 0.25 0.12 4.58 -0.446
C 0.11 0.37 -2.53 -0.254
C -0.12 1.11 -3.91 -0.347
C -0.51 -1.16 -2.76 -0.104
C -1.93 -1.34 -2.37 -0.322
C -2.80 -1.20 -3.45 -0.059
C -2.42 -1.23 -1.11 -0.067
C -4.23 -1.05 -3.27 -0.050
C -3.82 -0.90 -0.83 -0.049
C -4.72 -0.76 -1.95 -0.076
H 3.01 1.04 -1.51 0.213
H 3.95 0.98 0.36 0.174
H 1.91 -0.64 -0.42 0.097
H 1.00 -0.81 1.85 0.183
H 2.88 -0.94 1.25 0.141
H 1.96 1.59 2.25 0.089
H 3.68 1.08 1.88 0.118
H 3.34 -0.66 3.95 0.136
H 3.10 1.28 4.42 0.151
H 1.66 -1.52 4.32 0.211
H -0.06 -1.10 6.03 0.017
H -0.08 1.68 2.95 0.125
H -1.12 1.63 4.38 0.034
H -1.17 1.52 -1.55 0.216
H 1.26 0.03 -2.44 0.155
H 0.03 -2.01 -2.16 0.145
H -0.19 -1.47 -3.80 0.111
H -2.47 -1.45 -4.49 0.120
H -1.57 -1.29 -0.31 0.139
H -4.67 -0.99 -4.30 0.112
H -4.09 -0.44 0.27 0.156
H -5.73 -0.67 -1.79 0.058
H 1.11 -0.08 -4.80 0.152
N 2.81 1.28 -0.13 -0.018
N 1.55 -0.36 4.26 -0.074
N -0.75 -0.65 5.31 -0.020
N -0.25 1.38 4.03 0.091
N -0.17 1.11 -1.42 0.105
O -0.09 1.52 0.69 0.109
O -0.87 2.13 -3.89 0.067
O 0.65 0.83 -5.08 0.040
```

=====

In order of decreasing stability: #P, #Q.

=====

#P
One molecule with the formula C3H5ClN2O. Source: OMol25; level of theory: ωB97M-V/def2-TZVPD.

Summary:
Structure (SMILES): [H]/N=C(\N)C(=O)CCl
HOMO level in eV: -9.74
LUMO energy in eV: -0.3

Structure (XYZ):
```
12
Properties=species:S:1:pos:R:3:lowdin_charge:R:1
C 0.73 -0.23 -0.08 -0.451
C -0.34 0.78 0.25 -0.380
C -1.67 0.17 0.73 -0.515
H 1.71 1.27 -0.88 0.075
H 2.48 -0.38 -1.09 0.133
H 1.16 -2.17 -0.29 0.069
H -1.37 -0.79 1.07 0.029
H -2.17 0.70 1.53 0.086
N 1.85 0.32 -0.65 0.133
N 0.56 -1.47 0.17 0.130
O -0.17 1.93 -0.10 0.101
Cl -2.75 -0.11 -0.66 0.590
```

=====

#Q
One molecule with the formula C3H5ClN2O. Source: OMol25; level of theory: ωB97M-V/def2-TZVPD.

Summary:
Structure (SMILES): [H]/N=C(\N)C(=O)CCl
HOMO level in eV: -10.19
LUMO energy in eV: -1.2

Structure (XYZ):
```
12
Properties=species:S:1:pos:R:3:lowdin_charge:R:1
C -0.66 0.31 0.33 -0.436
C 0.25 -0.33 -0.40 -0.450
C 1.74 -0.26 -0.23 -0.445
H -1.72 -0.67 -1.04 0.049
H -2.86 0.45 -0.15 0.176
H -1.19 1.14 1.80 0.029
H 2.12 -0.59 0.95 0.156
H 2.27 -0.92 -1.06 0.121
N -1.94 -0.25 -0.14 0.084
N -0.35 0.81 1.48 0.213
O -0.04 -1.19 -1.31 0.045
Cl 2.38 1.51 -0.23 0.459
```

=====

#R
One molecule with the formula C3H5ClN2O. Source: OMol25; level of theory: ωB97M-V/def2-TZVPD.

Summary:
Structure (SMILES): CC1=NN(Cl)OC1
HOMO level in eV: -8.92
LUMO energy in eV: 0.4

Structure (XYZ):
```
12
Properties=species:S:1:pos:R:3:lowdin_charge:R:1
C 0.17 0.27 0.12 -0.340
C -0.04 -1.16 -0.30 -0.128
C 1.46 1.00 0.05 -0.017
N -0.89 0.74 0.60 0.023
N -1.86 -0.12 0.58 -0.527
O -1.38 -1.38 0.09 -0.162
Cl -3.14 0.43 -0.46 0.611
H -0.02 -1.48 -1.33 0.117
H 0.54 -1.91 0.32 0.147
H 2.20 0.67 0.93 0.141
H 1.03 1.99 0.27 0.087
H 1.93 0.95 -0.87 0.048
```

=====

In order of decreasing stability: #P, #Q, #R.

=====

#P
CH5N3O2 as an isolated structure. Source: OMol25; level of theory: ωB97M-V/def2-TZVPD.

Summary:
HOMO level in eV: -9.95
LUMO energy in eV: 0.8

Structure (XYZ):
```
11
Properties=species:S:1:pos:R:3:lowdin_charge:R:1
N 1.38 0.59 -0.06 -0.073
N 0.38 -0.20 0.59 -0.034
C -1.11 0.26 0.39 -0.596
N -1.57 -0.94 0.11 0.085
O 1.36 0.21 -1.44 -0.057
O -1.45 1.42 0.41 0.059
H 2.19 -0.28 -1.55 0.089
H 1.01 1.54 -0.08 0.118
H 0.64 -0.27 1.57 0.140
H -0.29 -1.27 0.18 0.183
H -2.55 -1.05 -0.11 0.085
```

=====

#Q
A 2-piece molecular cluster, CH5N3O2 overall. Source: OMol25; level of theory: ωB97M-V/def2-TZVPD.

Summary:
HOMO level (alpha / beta) in eV: -8.63 / -7.76
LUMO energy (alpha / beta) in eV: -0.2 / -1.0

Structure (XYZ):
```
11
Properties=species:S:1:pos:R:3:lowdin_charge:R:1
C -0.17 -0.05 0.55 -0.073
N 0.55 0.40 -0.60 -0.212
N 0.96 -0.18 -1.71 0.125
N 2.96 -0.20 0.07 -0.269
O 2.30 0.72 0.59 -0.071
O 4.02 -0.65 0.35 0.009
H 0.12 0.58 1.43 0.095
H -1.24 -0.09 0.43 0.074
H 0.24 -1.16 0.74 0.137
H 0.37 1.36 -0.78 0.125
H 1.11 -1.20 -1.73 0.061
```

=====

#R
One molecule with the formula CH5N3O2. Source: OMol25; level of theory: ωB97M-V/def2-TZVPD.

Summary:
HOMO level (alpha / beta) in eV: -8.35 / -8.54
LUMO energy (alpha / beta) in eV: 0.3 / 0.2

Structure (XYZ):
```
11
Properties=species:S:1:pos:R:3:lowdin_charge:R:1
C -0.11 0.68 1.28 -0.093
N 0.08 0.75 -0.18 -0.069
N -0.53 -1.07 -1.15 -0.102
N 0.49 -0.36 -0.80 -0.351
O -0.41 -2.20 -1.66 -0.052
O 1.65 -0.44 -1.26 0.004
H -0.64 1.55 1.82 0.102
H -0.57 -0.28 1.65 0.083
H 0.92 0.65 1.70 0.075
H 0.68 1.64 -0.39 0.188
H -1.56 -0.89 -1.00 0.215
```

=====

In order of decreasing stability: #P, #Q, #R.

=====

#P
A 2-piece molecular cluster, CH3N2O2S overall. Source: OMol25; level of theory: ωB97M-V/def2-TZVPD.

Summary:
Total charge: +1
HOMO level in eV: -16.66
LUMO energy in eV: -6.2

Structure (XYZ):
```
9
Properties=species:S:1:pos:R:3:lowdin_charge:R:1
C -2.24 -0.56 0.05 -0.023
N -1.15 -0.32 0.26 0.054
N 2.03 0.21 0.04 0.022
O 3.93 -1.46 0.03 -0.122
O 4.41 1.01 -0.05 -0.126
S 3.58 -0.11 -0.01 0.905
H -3.25 -0.78 -0.18 0.068
H 1.27 -0.46 0.10 0.089
H 1.71 1.18 0.02 0.133
```

=====

#Q
A 2-piece molecular cluster, CH3N2O2S overall. Source: OMol25; level of theory: ωB97M-V/def2-TZVPD.

Summary:
Total charge: +1
HOMO level in eV: -15.84
LUMO energy in eV: -6.9

Structure (XYZ):
```
9
Properties=species:S:1:pos:R:3:lowdin_charge:R:1
C 1.56 2.58 2.61 -0.102
N 0.99 1.80 2.03 0.017
N -0.89 -0.54 -0.97 0.043
O 0.27 -2.81 -1.00 -0.119
O -1.71 -2.39 -2.54 -0.122
S -0.76 -2.02 -1.57 0.960
H 2.33 3.17 3.18 0.101
H -0.19 0.10 -0.68 0.116
H -1.60 0.12 -1.06 0.106
```

=====

In order of decreasing stability: #P, #Q.

=====

#P
A 2-piece molecular cluster, C7H6NO overall. Source: OMol25; level of theory: ωB97M-V/def2-TZVPD.

Summary:
Total charge: +1
HOMO level in eV: -12.85
LUMO energy in eV: -6.6

Structure (XYZ):
```
15
Properties=species:S:1:pos:R:3:lowdin_charge:R:1
C -1.06 1.10 -0.43 0.014
C -1.33 -0.26 -0.27 -0.052
C 0.25 1.61 -0.32 -0.015
C -0.42 -1.21 0.19 0.028
C 1.22 0.67 0.08 -0.037
C 0.97 -0.69 0.33 -0.355
C 1.90 -1.58 0.85 0.226
N 4.51 -0.29 0.80 0.294
O 4.94 -0.39 -0.22 0.219
H -1.84 1.75 -0.56 0.097
H -2.20 -0.79 -0.53 0.106
H 0.64 2.67 -0.29 0.146
H -0.61 -2.35 0.19 0.159
H 2.38 0.86 0.20 0.114
H 1.59 -2.63 1.10 0.057
```

=====

#Q
An isolated ion of composition C7H6NO and charge +1. Source: OMol25; level of theory: ωB97M-V/def2-TZVPD.

Summary:
Structure (SMILES): c1oc2c([n+]#1)CCC=C2
Total charge: +1
HOMO level (alpha / beta) in eV: -15.57 / -14.04
LUMO energy (alpha / beta) in eV: -7.7 / -6.4

Structure (XYZ):
```
15
Properties=species:S:1:pos:R:3:lowdin_charge:R:1
C -2.92 0.39 0.17 0.067
C -0.04 -1.65 -0.02 0.085
C 1.20 -1.13 -0.08 0.023
C -1.09 -0.65 -0.10 -0.108
C -0.92 0.74 -0.15 -0.178
C 1.47 0.31 0.15 -0.111
C 0.37 1.39 -0.16 -0.038
N -2.15 1.35 0.00 0.204
O -2.43 -0.85 0.00 0.144
H -0.42 -2.61 -0.06 0.123
H 1.95 -1.90 -0.17 0.148
H 1.82 0.21 1.16 0.147
H 2.47 0.45 -0.18 0.125
H 0.42 1.70 -1.23 0.170
H 0.26 2.23 0.66 0.201
```

=====

#R
C7H6NO as an isolated structure. Source: OMol25; level of theory: ωB97M-V/def2-TZVPD.

Summary:
Total charge: +1
HOMO level (alpha / beta) in eV: -14.49 / -14.49
LUMO energy (alpha / beta) in eV: -5.8 / -5.8

Structure (XYZ):
```
15
Properties=species:S:1:pos:R:3:lowdin_charge:R:1
C 2.20 1.39 -0.19 0.090
C 3.05 0.38 -0.13 0.105
C 1.36 -1.31 -0.06 -0.010
C -0.48 1.65 -0.04 -0.072
C 2.86 -0.94 -0.05 0.016
C -0.84 0.18 0.22 -0.339
C 0.94 1.52 -0.17 0.087
N 0.51 -0.39 -0.04 0.108
O -1.77 -0.38 -0.64 0.004
H 1.06 -2.36 -0.46 0.200
H -0.85 2.05 -0.98 0.145
H -0.86 2.24 0.77 0.132
H 3.42 -1.83 0.24 0.118
H -1.09 0.29 1.33 0.194
H -2.80 -0.27 -0.35 0.221
```

=====

In order of decreasing stability: #Q, #R, #P.